Entry A
{
  "formula": "C6H12N2",
  "method": "ωB97M-V/def2-TZVPD",
  "elements": ["C", "C", "C", "C", "C", "N", "C", "N", "H", "H", "H", "H", "H", "H", "H", "H", "H", "H", "H", "H"],
  "xyz": [[-0.56, 1.99, 1.53], [1.06, 1.39, -0.81], [0.91, -1.51, -1.66], [0.26, 0.38, -0.03], [0.12, -0.96, -0.50], [-1.76, -1.55, 0.93], [-0.57, -1.81, 0.34], [-0.34, 0.64, 1.10], [-2.12, -2.18, 1.63], [-1.92, -0.55, 1.06], [-0.35, -2.88, 0.30], [-1.09, 1.97, 2.49], [0.37, 2.55, 1.68], [-1.18, 2.56, 0.82], [1.53, 2.11, -0.14], [1.85, 0.92, -1.39], [0.41, 1.94, -1.49], [0.53, -1.14, -2.61], [1.97, -1.27, -1.60], [0.86, -2.60, -1.67]],
  "e_lumo_ev": 1.03,
  "gap_ev": 8.1,
  "smiles": "C/N=C(C)/C(C)=C\\N",
  "total_charge": 0
}


Entry B
{
  "formula": "C6H12N2",
  "method": "ωB97M-V/def2-TZVPD",
  "elements": ["C", "C", "C", "C", "N", "N", "H", "H", "H", "H", "H", "H", "C", "C", "H", "H", "H", "H", "H", "H"],
  "xyz": [[-2.30, -0.13, -2.11], [-1.14, 1.50, 0.82], [-1.84, 0.23, -0.74], [-2.12, -0.42, 0.42], [-1.24, 1.44, -0.47], [-1.70, 0.42, 1.44], [-0.78, 2.35, 1.39], [-1.37, 0.07, 2.33], [-2.52, -1.39, 0.64], [-1.73, -0.96, -2.55], [-2.14, 0.68, -2.83], [-3.35, -0.43, -2.11], [3.14, -1.11, 0.55], [2.47, 0.26, 0.45], [3.53, -1.30, 1.55], [2.36, -1.85, 0.39], [3.82, -1.29, -0.28], [2.23, 0.48, -0.60], [3.13, 1.09, 0.73], [1.53, 0.34, 0.99]],
  "e_lumo_ev": 0.85,
  "gap_ev": 9.5,
  "smiles": "Cc1c[nH]cn1.CC",
  "total_charge": 0
}


Entry C
{
  "formula": "C6H12N2",
  "method": "ωB97M-V/def2-TZVPD",
  "elements": ["C", "C", "C", "C", "C", "C", "H", "H", "H", "H", "H", "H", "H", "H", "H", "H", "H", "H", "N", "N"],
  "xyz": [[-0.78, 0.18, -0.12], [-1.52, -1.10, -0.30], [-1.63, -0.33, 0.99], [0.74, 0.16, 0.12], [1.65, -0.32, -1.01], [1.49, -1.11, 0.27], [-1.08, 2.16, -0.33], [-0.76, 1.33, -1.74], [-1.04, -2.08, -0.23], [-2.38, -0.92, -0.96], [-1.15, -0.67, 1.91], [-2.55, 0.25, 1.11], [1.10, 2.17, 0.38], [0.92, 1.31, 1.78], [2.60, 0.20, -1.21], [1.11, -0.75, -1.87], [0.92, -2.05, 0.29], [2.35, -1.02, 0.95], [-1.27, 1.30, -0.84], [1.28, 1.27, 0.82]],
  "e_lumo_ev": 1.07,
  "gap_ev": 10.2,
  "smiles": "NC1(C2(N)CC2)CC1",
  "total_charge": 0
}


Order from most stable to least stable according to the calculation: entry B, entry A, entry C


Entry A
{
  "formula": "H12O6",
  "method": "ωB97M-V/def2-TZVPD",
  "elements": ["O", "H", "H", "O", "H", "H", "O", "H", "H", "O", "H", "H", "O", "H", "H", "O", "H", "H"],
  "xyz": [[0.27, -0.50, 1.35], [0.92, -1.14, 1.61], [0.60, -0.04, 0.56], [3.95, 1.64, 0.10], [4.53, 1.42, -0.62], [3.07, 1.36, -0.19], [0.78, 1.50, -0.54], [1.34, 2.27, -0.69], [0.48, 1.43, -1.45], [-2.25, 0.44, 1.24], [-1.41, -0.04, 1.38], [-2.12, 0.91, 0.44], [-1.88, -3.01, 0.39], [-1.33, -2.29, 0.58], [-2.72, -2.85, 0.78], [-1.14, -0.65, -1.70], [-2.02, -0.70, -1.29], [-1.10, 0.25, -1.93]],
  "e_lumo_ev": -0.21,
  "gap_ev": 10.8,
  "smiles": "O.O.O.O.O.O",
  "total_charge": 0
}


Entry B
{
  "formula": "H12O6",
  "method": "ωB97M-V/def2-TZVPD",
  "elements": ["O", "H", "H", "O", "H", "H", "O", "H", "H", "O", "H", "H", "O", "H", "H", "O", "H", "H"],
  "xyz": [[2.40, -4.85, -0.36], [1.47, -4.68, -0.47], [2.63, -5.43, -1.09], [-2.90, 3.74, 1.58], [-3.85, 3.70, 1.50], [-2.59, 2.96, 1.12], [-0.37, 0.52, 0.37], [0.06, 0.80, -0.44], [-0.22, -0.43, 0.40], [2.42, 2.35, -1.24], [3.33, 2.22, -1.53], [2.26, 3.29, -1.38], [-0.29, -3.09, -3.71], [-0.70, -2.75, -2.92], [0.30, -2.40, -4.00], [-1.39, 1.03, 4.26], [-1.83, 1.87, 4.30], [-0.71, 1.14, 3.60]],
  "e_lumo_ev": 0.08,
  "gap_ev": 11.3,
  "smiles": "O.O.O.O.O.O",
  "total_charge": 0
}


Entry C
{
  "formula": "H12O6",
  "method": "ωB97M-V/def2-TZVPD",
  "elements": ["O", "H", "H", "O", "H", "H", "O", "H", "H", "O", "H", "H", "O", "H", "H", "O", "H", "H"],
  "xyz": [[-1.93, 2.84, -0.85], [-1.68, 2.39, 0.10], [-1.93, 2.27, -1.65], [0.21, -2.71, 1.91], [0.57, -1.91, 1.29], [0.47, -3.44, 1.39], [2.13, 0.41, -1.56], [2.62, 1.09, -1.18], [2.42, 0.28, -2.42], [-0.40, 1.86, 1.47], [0.50, 2.24, 1.87], [-1.16, 2.39, 1.95], [0.30, -0.50, 0.29], [0.81, -0.31, -0.47], [0.12, 0.41, 0.61], [-0.88, -2.44, -1.35], [-0.48, -1.97, -0.55], [-1.67, -2.91, -0.85]],
  "e_lumo_ev": -0.17,
  "gap_ev": 10.2,
  "smiles": "O.O.O.O.O.O",
  "total_charge": 0
}


Order from most stable to least stable according to the calculation: entry A, entry B, entry C